1.
Formula: C27H30N10O2RuS2SeSi
Source: the OMol25 dataset
Level of theory: ωB97M-V with the def2-TZVPD basis set

Relative energy (zero: lowest compared OMol25 entry of this formula, charge and spin) (kcal/mol): 0.00
Charge: +1
Multiplicity: 2
E_HOMO (spin up / spin down) (eV): -10.8878 / -10.8787
Gap between HOMO and LUMO (spin up / spin down) (eV): 8.3 / 7.3
LUMO energy (spin up / spin down) (eV): -2.608 / -3.566

XYZ file:
```
74
Properties=species:S:1:pos:R:3:mulliken_charge:R:1
Ru -0.17 0.01 1.16 -0.18
C 1.71 -2.00 3.60 -0.86
C 0.37 -1.45 3.91 0.46
N -0.42 -0.79 3.10 0.52
C -1.63 -0.47 3.70 -0.37
C -1.74 -0.88 4.99 -0.41
S -0.32 -1.70 5.46 -0.18
C -2.62 0.22 2.89 -0.29
C -3.87 0.61 3.20 -0.32
S -4.62 1.30 1.83 -0.17
C -3.22 1.04 0.90 0.49
N -2.25 0.48 1.58 0.48
C -3.18 1.35 -0.56 -1.03
H 2.24 -1.34 2.91 -0.11
H 1.60 -2.98 3.11 0.28
H 2.30 -2.14 4.51 0.48
H -2.57 -0.75 5.66 0.45
H -4.39 0.52 4.15 0.44
H -3.88 2.15 -0.81 0.46
H -3.46 0.46 -1.13 0.26
H -2.17 1.63 -0.86 0.13
O -0.01 1.19 -0.50 -0.06
N 0.73 2.22 -0.29 -0.80
N 0.96 2.46 0.92 1.10
O 0.40 1.75 1.90 -0.55
C 1.84 3.53 1.30 0.28
C 2.42 3.48 2.55 -0.23
C 3.30 4.50 2.92 -0.67
C 3.57 5.54 2.04 -0.49
C 2.97 5.57 0.79 -0.57
C 2.09 4.56 0.40 -0.38
H 2.20 2.66 3.22 0.48
H 3.76 4.47 3.89 0.39
H 4.25 6.33 2.33 0.42
H 3.17 6.38 0.10 0.40
H 1.61 4.58 -0.56 0.47
N 0.94 -4.68 -2.78 -0.36
C 0.79 -3.73 -1.85 0.64
N 1.86 -3.05 -1.44 -0.03
N -0.43 -3.57 -1.35 -0.82
C -0.57 -2.60 -0.50 0.77
N -0.70 -1.74 0.26 -0.38
H 1.82 -4.87 -3.22 0.20
H 0.12 -5.18 -3.08 0.25
H 2.75 -3.15 -1.90 0.18
H 1.77 -2.26 -0.80 -0.26
C 5.46 -1.48 1.96 -1.08
Si 4.75 -0.78 0.38 -0.30
C 5.46 0.90 0.01 -0.90
C 5.05 -1.96 -1.05 -0.88
C 2.94 -0.58 0.60 0.12
C 1.75 -0.40 0.80 0.75
H 6.55 -1.59 1.88 0.35
H 5.04 -2.47 2.18 0.30
H 5.25 -0.82 2.80 0.31
H 6.54 0.85 -0.16 0.36
H 5.28 1.59 0.84 0.30
H 5.00 1.33 -0.88 0.24
H 6.12 -2.07 -1.23 0.44
H 4.59 -1.58 -1.97 0.19
H 4.64 -2.95 -0.83 0.29
Se -0.99 -1.41 -4.33 0.25
N 0.13 -0.85 -3.08 -0.28
C 1.23 -0.47 -3.70 0.37
C 2.40 0.04 -3.05 -0.11
C 3.47 0.37 -3.81 -0.54
C 3.46 0.22 -5.24 -0.68
C 2.38 -0.25 -5.90 -0.66
C 1.22 -0.62 -5.15 0.58
N 0.11 -1.10 -5.67 -0.80
H 2.39 0.17 -1.97 0.62
H 4.36 0.77 -3.34 0.38
H 4.35 0.51 -5.79 0.40
H 2.37 -0.35 -6.98 0.45
```

---

2.
Formula: C43H39CdCl2FN5O4
Source: the OMol25 dataset
Level of theory: ωB97M-V with the def2-TZVPD basis set

Relative energy (zero: lowest compared OMol25 entry of this formula, charge and spin) (kcal/mol): 15.48
Charge: -1
E_HOMO (eV): -5.1147
Gap between HOMO and LUMO (eV): 7.3
LUMO energy (eV): 2.170

XYZ file:
```
95
Properties=species:S:1:pos:R:3:mulliken_charge:R:1
Cd -0.29 1.01 -1.14 2.37
N -2.54 3.55 -0.31 -0.25
C -2.38 3.57 1.07 0.29
C -3.50 3.55 1.90 -0.49
C -3.38 3.64 3.28 -0.60
C -2.12 3.74 3.85 -0.80
C -1.00 3.76 3.03 -0.68
C -1.10 3.68 1.64 0.61
C 0.16 3.78 0.84 0.16
C 0.94 4.91 1.08 -0.48
C 2.23 5.02 0.56 -0.70
C 2.74 3.95 -0.16 -0.92
C 1.94 2.86 -0.45 0.22
C 0.61 2.74 0.00 -0.04
H -3.40 3.12 -0.59 0.37
H -1.75 3.16 -0.80 -0.21
H -4.48 3.49 1.44 0.38
H -4.27 3.62 3.90 0.39
H -2.02 3.80 4.92 0.38
H -0.02 3.83 3.47 0.48
H 0.54 5.72 1.67 0.43
H 2.82 5.90 0.75 0.34
H 3.76 3.99 -0.53 0.42
H 2.36 2.06 -1.05 0.19
C 6.18 -3.69 -1.03 -1.88
C 5.74 -3.14 0.33 0.53
C 5.70 -4.25 1.37 -0.97
C 5.39 -3.66 2.74 -1.16
C 4.12 -2.87 2.67 1.28
C 3.36 -2.67 3.80 -0.79
C 2.17 -1.95 3.73 -0.01
F 1.46 -1.78 4.87 -0.39
C 1.72 -1.43 2.56 -0.68
C 2.47 -1.62 1.39 0.71
C 1.94 -1.05 0.13 -0.01
O 0.83 -0.51 0.12 -1.43
C 2.81 -1.23 -1.01 0.72
C 3.97 -1.92 -0.87 -0.60
N 4.42 -2.49 0.28 0.33
C 3.68 -2.33 1.44 -1.14
C 2.55 -0.63 -2.41 -0.50
O 3.14 -1.18 -3.36 -0.85
O 1.76 0.33 -2.41 -0.59
H 7.07 -4.30 -0.88 0.44
H 6.43 -2.90 -1.73 0.51
H 5.40 -4.31 -1.46 0.37
H 6.48 -2.39 0.65 0.13
H 6.66 -4.77 1.38 0.36
H 4.93 -4.97 1.09 0.32
H 6.22 -3.02 3.05 0.34
H 5.29 -4.45 3.49 0.44
H 3.68 -3.09 4.75 0.49
H 0.80 -0.87 2.48 0.84
H 4.57 -2.04 -1.76 0.65
C -4.87 2.74 -3.52 -0.93
C -5.36 1.45 -3.66 -0.51
C -4.49 0.39 -3.55 -0.90
C -3.12 0.63 -3.32 0.32
N -2.67 1.87 -3.13 0.31
C -3.52 2.89 -3.25 -0.14
C -2.19 -0.52 -3.29 1.32
C -2.41 -1.53 -4.24 -0.55
C -1.68 -2.70 -4.22 -0.88
C -0.72 -2.87 -3.23 -1.00
C -0.48 -1.85 -2.32 0.29
C -1.18 -0.64 -2.33 -0.62
H -5.51 3.60 -3.62 0.41
H -6.42 1.28 -3.84 0.41
H -4.84 -0.63 -3.62 0.49
H -3.10 3.88 -3.10 0.34
H -3.15 -1.38 -5.03 0.52
H -1.84 -3.46 -4.98 0.33
H -0.14 -3.79 -3.19 0.45
H 0.30 -2.01 -1.59 -0.01
N -2.83 0.58 0.25 -0.51
C -2.59 -0.35 0.89 0.09
N -2.27 -1.39 1.65 0.26
C -2.44 -1.28 3.09 -0.49
C -3.80 -1.84 3.48 -0.62
O -3.96 -3.17 3.02 -0.41
C -3.84 -3.25 1.60 -0.65
C -2.48 -2.74 1.14 -0.41
H -2.35 -0.24 3.39 0.50
H -1.65 -1.86 3.57 0.18
H -4.59 -1.20 3.07 0.33
H -3.91 -1.87 4.57 0.37
H -4.64 -2.66 1.13 0.34
H -3.98 -4.30 1.34 0.38
H -2.41 -2.74 0.05 0.34
H -1.70 -3.38 1.55 0.26
Cl 0.76 2.71 -3.58 0.03
C -0.12 4.24 -3.65 0.18
Cl 0.79 5.52 -4.45 -0.23
H -0.32 4.56 -2.63 -0.06
H -1.03 4.08 -4.21 0.18
```

---

3.
Formula: C4H11NO
Source: the OMol25 dataset
Level of theory: ωB97M-V with the def2-TZVPD basis set

Relative energy (zero: lowest compared OMol25 entry of this formula, charge and spin) (kcal/mol): 28.92
E_HOMO (eV): -8.9432
Gap between HOMO and LUMO (eV): 9.9
LUMO energy (eV): 0.983

XYZ file:
```
17
Properties=species:S:1:pos:R:3:mulliken_charge:R:1
C 0.79 1.11 1.48 -1.22
C 0.22 0.93 0.07 -0.11
O -1.18 1.32 0.06 -0.57
C 0.34 -0.50 -0.50 0.61
C -0.71 -1.52 -0.09 -1.42
N 0.43 -0.42 -1.96 -0.66
H -0.01 1.22 2.22 0.30
H 1.33 2.06 1.46 0.29
H 1.33 0.32 1.99 0.37
H 0.64 1.70 -0.56 0.45
H -1.63 0.92 0.82 0.31
H 1.36 -0.75 -0.19 0.23
H -1.69 -1.02 -0.08 0.33
H -0.65 -2.00 0.89 0.31
H -0.80 -2.31 -0.83 0.37
H -0.22 0.25 -2.37 0.20
H 0.45 -1.31 -2.43 0.21
```

---

4.
Formula: C2H6AlFO
Source: the OMol25 dataset
Level of theory: ωB97M-V with the def2-TZVPD basis set

Relative energy (zero: lowest compared OMol25 entry of this formula, charge and spin) (kcal/mol): 82.83
Charge: +2
E_HOMO (eV): -20.4948
Gap between HOMO and LUMO (eV): 4.0
LUMO energy (eV): -16.456

XYZ file:
```
11
Properties=species:S:1:pos:R:3:mulliken_charge:R:1
Al -1.30 -1.73 2.94 1.28
F -0.42 -3.08 0.46 -0.19
C -0.01 0.51 -1.27 -0.96
C 0.15 0.94 0.22 -0.04
O 0.33 -0.18 0.98 -0.26
H 0.95 0.13 -1.63 0.43
H -0.31 1.35 -1.90 0.34
H -0.73 -0.30 -1.40 0.35
H -0.71 1.43 0.68 0.34
H 0.99 1.64 0.26 0.31
H 1.06 -0.69 0.65 0.39
```

---

5.
Formula: C8H12N4
Source: the OMol25 dataset
Level of theory: ωB97M-V with the def2-TZVPD basis set

Relative energy (zero: lowest compared OMol25 entry of this formula, charge and spin) (kcal/mol): 150.56
Charge: +2
E_HOMO (spin up / spin down) (eV): -15.0263 / -15.0263
Gap between HOMO and LUMO (spin up / spin down) (eV): 8.3 / 5.4
LUMO energy (spin up / spin down) (eV): -6.744 / -9.587

XYZ file:
```
24
Properties=species:S:1:pos:R:3:mulliken_charge:R:1
C -5.87 5.74 1.86 -0.12
C -6.68 6.08 0.81 -0.64
C -4.57 5.22 1.61 -0.68
C 6.47 -8.80 0.04 0.01
C -6.09 6.15 -0.46 0.17
C 7.66 -8.89 -0.63 -0.52
C 6.41 -7.37 0.54 -0.29
C -4.08 5.21 0.32 0.34
N -4.81 5.65 -0.66 0.55
N 7.62 -6.79 0.04 -0.09
N -4.34 5.71 -1.94 -0.85
N 8.25 -7.64 -0.56 0.14
H -6.38 5.68 2.84 0.36
H -7.60 6.64 0.84 0.37
H -4.00 4.62 2.26 0.40
H 5.69 -9.42 0.30 0.43
H -6.68 6.61 -1.28 0.35
H 8.31 -9.76 -0.91 0.40
H 5.59 -6.76 0.09 0.31
H 6.35 -7.18 1.59 0.36
H -3.11 4.80 -0.02 0.32
H -4.70 6.40 -2.58 0.22
H -3.58 5.11 -2.18 0.20
H 10.14 -7.03 -1.91 0.24
```

---

6.
Formula: C22H45BBr2ClN4O4
Source: the OMol25 dataset
Level of theory: ωB97M-V with the def2-TZVPD basis set

Charge: +1
E_HOMO (eV): -10.9936
Gap between HOMO and LUMO (eV): 7.2
LUMO energy (eV): -3.821

XYZ file:
```
79
Properties=species:S:1:pos:R:3:mulliken_charge:R:1
C -0.09 -3.30 0.87 -1.75
C 0.91 -2.28 0.32 -0.15
C 0.98 -2.34 -1.22 0.45
C 1.95 -3.47 -1.66 -2.13
C 1.32 -1.01 -1.94 0.11
C 2.75 -0.49 -1.67 -1.58
C 3.32 -0.12 -0.27 0.28
C 4.09 -1.30 0.37 -1.65
C 2.41 0.61 0.76 -1.36
N 0.35 0.13 -1.62 2.07
C -1.06 -0.30 -1.37 -1.03
C -2.06 0.82 -1.13 -0.27
C -2.04 1.27 0.33 -1.09
Br -3.81 0.06 -1.57 -0.07
C 0.47 0.92 -2.76 -1.18
N 0.55 2.23 -2.65 0.07
Br 1.07 3.32 -4.05 0.02
B 0.45 3.08 -1.38 0.83
O 1.56 3.29 -0.64 -0.60
O -0.72 3.67 -1.18 -0.41
C -0.89 4.63 -0.12 -0.60
N 0.64 0.21 -3.90 0.24
C -0.15 0.47 -5.11 -0.98
C -1.65 0.31 -4.90 0.16
O -2.36 1.22 -5.14 -0.43
C 1.07 -1.15 -3.54 1.03
C 0.14 -2.25 -4.02 -1.75
Cl 2.62 -1.40 -4.48 -0.12
H -0.10 -3.28 1.96 0.44
H -1.10 -3.12 0.50 0.35
H 0.18 -4.32 0.57 0.39
H 0.63 -1.29 0.66 -0.01
H 1.89 -2.50 0.73 0.41
H -0.02 -2.65 -1.55 0.71
H 2.63 -3.74 -0.84 0.56
H 2.56 -3.22 -2.52 0.41
H 1.39 -4.38 -1.91 0.42
H 2.90 0.37 -2.35 0.69
H 3.41 -1.25 -2.07 0.47
H 4.09 0.61 -0.52 0.81
H 3.68 -1.60 1.33 0.40
H 4.10 -2.19 -0.27 0.32
H 5.14 -1.03 0.54 0.37
H 1.36 0.63 0.48 0.04
H 2.73 1.64 0.91 0.31
H 2.48 0.13 1.74 0.42
H -1.06 -0.90 -0.46 0.42
H -1.40 -0.95 -2.18 0.13
H -1.97 1.66 -1.82 0.44
H -1.01 1.27 0.69 -0.32
H -2.63 0.59 0.95 0.59
H -2.43 2.28 0.44 0.49
H 2.36 2.84 -0.92 0.34
H -0.18 5.45 -0.25 0.33
H -1.91 5.00 -0.20 0.24
H -0.74 4.15 0.85 0.20
H 0.00 1.48 -5.47 0.40
H 0.21 -0.20 -5.90 0.56
H -2.04 -0.63 -4.52 0.34
H -0.01 -2.17 -5.10 0.45
H -0.83 -2.23 -3.52 0.37
H 0.60 -3.22 -3.83 0.38
C -2.54 0.90 6.71 -1.44
C -2.81 -0.18 5.66 0.37
C -1.67 -0.38 4.66 -0.79
O -1.55 0.64 3.68 -0.12
C -0.85 1.79 4.08 -0.68
N -4.10 0.10 5.02 -0.71
H -2.66 1.90 6.30 0.29
H -3.25 0.80 7.53 0.35
H -1.53 0.81 7.12 0.35
H -2.92 -1.13 6.18 0.42
H -1.86 -1.30 4.10 0.28
H -0.71 -0.50 5.19 0.42
H -0.03 1.54 4.77 0.37
H -1.49 2.53 4.56 0.24
H -0.42 2.24 3.18 0.09
H -4.37 -0.67 4.42 0.27
H -3.99 0.90 4.40 0.29
```

---

7.
Formula: C32H40IrN5OS6
Source: the OMol25 dataset
Level of theory: ωB97M-V with the def2-TZVPD basis set

Relative energy (zero: lowest compared OMol25 entry of this formula, charge and spin) (kcal/mol): 0.00
E_HOMO (eV): -6.0021
Gap between HOMO and LUMO (eV): 5.2
LUMO energy (eV): -0.832

XYZ file:
```
85
Properties=species:S:1:pos:R:3:mulliken_charge:R:1
Ir -0.64 -0.07 0.34 1.17
C -4.70 1.24 -1.12 -0.78
C -3.45 0.77 -1.85 -0.75
S -1.78 1.24 -1.28 -0.09
C -2.00 2.87 -0.55 -1.02
C -2.57 2.89 0.86 -0.87
S -2.02 1.51 1.90 0.16
C -3.51 0.56 2.36 0.04
C -4.87 0.96 1.79 -1.13
S -5.36 0.21 0.22 -0.05
H -5.51 1.21 -1.86 0.47
H -4.64 2.28 -0.81 0.36
H -3.49 1.16 -2.87 0.56
H -3.42 -0.32 -1.91 0.38
H -2.59 3.49 -1.23 0.69
H -0.99 3.28 -0.55 0.24
H -3.66 2.92 0.85 0.28
H -2.25 3.81 1.35 0.55
H -3.56 0.61 3.45 0.64
H -3.29 -0.47 2.07 -0.31
H -5.04 2.03 1.77 0.55
H -5.62 0.56 2.47 0.42
C 0.93 -2.69 -1.92 -0.65
C 2.27 -2.58 -1.19 0.06
C 2.93 -1.22 -1.41 -1.06
C 2.24 -2.93 0.29 1.17
C 3.08 -3.95 0.71 -0.96
C 3.19 -4.33 2.04 -1.37
C 2.42 -3.66 2.97 -1.29
C 1.53 -2.65 2.62 1.03
C 0.78 -1.98 3.76 0.03
C 1.11 -0.49 3.92 -0.92
C -0.74 -2.18 3.71 -0.83
C 1.44 -2.25 1.25 0.10
N 0.64 -1.23 0.89 0.24
H 1.09 -2.52 -2.99 0.52
H 0.21 -1.95 -1.57 -0.38
H 0.49 -3.67 -1.79 -0.04
H 2.93 -3.33 -1.64 0.56
H 2.36 -0.45 -0.90 -0.20
H 2.97 -0.97 -2.48 0.45
H 3.94 -1.21 -1.01 0.39
H 3.67 -4.47 -0.04 0.30
H 3.85 -5.13 2.34 0.39
H 2.49 -3.94 4.01 0.32
H 1.13 -2.49 4.66 0.70
H 0.68 0.06 3.08 -0.44
H 2.18 -0.33 3.95 0.42
H 0.66 -0.10 4.84 0.51
H -1.18 -1.65 2.87 -0.26
H -1.19 -1.80 4.63 0.52
H -0.99 -3.24 3.63 0.22
S -2.68 -6.85 2.56 -0.33
C -2.20 -5.46 1.82 0.18
S -3.24 -4.09 1.53 -0.13
C -1.94 -3.26 0.71 -0.40
N -0.85 -3.93 0.64 0.01
N -0.99 -5.15 1.29 0.32
C 0.13 -6.03 1.31 0.26
C 0.83 -6.27 0.14 -0.06
C 1.91 -7.14 0.15 -0.72
C 2.29 -7.76 1.33 -0.60
C 1.59 -7.49 2.50 -0.81
C 0.51 -6.63 2.50 -0.21
S -2.32 -1.66 0.12 -0.50
H 0.52 -5.77 -0.77 0.35
H 2.45 -7.33 -0.77 0.43
H 3.13 -8.44 1.34 0.39
H 1.89 -7.96 3.43 0.38
H -0.04 -6.42 3.40 0.42
N 3.45 5.80 1.09 -0.32
C 3.37 4.97 0.02 0.24
O 3.95 5.18 -1.02 -0.61
C 2.49 3.75 0.19 0.95
C 2.15 3.04 -0.96 -1.02
C 1.35 1.93 -0.85 -0.15
N 0.87 1.49 0.32 0.28
C 1.23 2.14 1.43 -0.21
C 2.03 3.27 1.41 -1.24
H 4.01 6.64 0.98 0.24
H 2.88 5.70 1.90 0.16
H 2.53 3.37 -1.92 0.51
H 1.07 1.35 -1.72 0.57
H 0.87 1.74 2.36 0.22
H 2.30 3.73 2.35 0.32
```

---

8.
Formula: C10H16
Source: the OMol25 dataset
Level of theory: ωB97M-V with the def2-TZVPD basis set

Relative energy (zero: lowest compared OMol25 entry of this formula, charge and spin) (kcal/mol): 41.66
E_HOMO (eV): -8.9921
Gap between HOMO and LUMO (eV): 10.0
LUMO energy (eV): 0.980

XYZ file:
```
26
Properties=species:S:1:pos:R:3:mulliken_charge:R:1
C 0.21 3.31 0.71 -1.19
C 0.47 1.82 0.57 -0.27
C -0.62 0.86 0.31 0.41
C -0.82 -0.18 1.22 -0.41
C -1.97 -0.99 1.06 -0.54
C -2.63 -1.23 -0.13 -0.59
C -2.25 -0.23 -1.08 -0.22
C -1.46 0.85 -0.83 -0.44
H 0.56 3.93 -0.13 0.31
H 0.58 3.78 1.60 0.31
H -0.87 3.46 0.58 0.35
H 1.35 1.60 -0.09 0.26
H 0.96 1.55 1.53 0.35
H -0.30 -0.33 2.17 0.35
H -2.22 -1.68 1.86 0.31
H -3.19 -2.08 -0.49 0.39
H -2.86 -0.37 -1.99 0.30
H -1.40 1.58 -1.65 0.31
C 2.23 -1.27 -0.83 -0.69
C 1.83 -2.75 -0.54 -0.88
H 1.41 -0.57 -0.97 0.04
H 2.75 -0.69 -0.11 0.32
H 2.90 -1.20 -1.72 0.38
H 0.82 -2.99 -0.81 0.29
H 2.69 -3.33 -0.81 0.33
H 1.84 -2.84 0.57 0.22
```

---

| no. | E_tot (eV) |
| --- | --- |
| 1 | -144951.774 |
| 2 | -93193.457 |
| 3 | -7863.299 |
| 4 | -13505.059 |
| 5 | -14427.887 |
| 6 | -190973.258 |
| 7 | -111181.336 |
| 8 | -10627.937 |